1 | DFT (ωB97M-V/def2-TZVPD) results for a cluster of 4 separate species, C3H14O3S in total.

Last column: Mulliken charge in e.
Atoms and positions in Å:
C  -2.07  0.76  -0.30  -1.28
C  -0.96  0.42  0.68  -0.30
S  0.60  1.06  -0.02  -0.13
C  1.81  -0.11  0.62  -0.88
H  -3.03  0.43  0.11  0.35
H  -1.96  0.36  -1.30  0.30
H  -2.22  1.83  -0.46  0.38
H  -0.86  -0.66  0.73  0.33
H  -1.20  0.89  1.63  0.31
H  1.35  -0.93  1.18  0.31
H  2.39  -0.54  -0.20  0.34
H  2.51  0.37  1.29  0.29
H  2.06  2.92  2.94  0.30
H  2.07  1.51  3.49  0.30
O  1.54  2.11  2.94  -0.60
H  -0.80  -2.00  -1.48  0.34
H  -1.11  -3.50  -1.72  0.30
O  -1.02  -2.83  -1.04  -0.64
H  0.80  -1.07  -2.56  0.32
H  0.15  -0.07  -3.48  0.30
O  -0.03  -0.92  -3.05  -0.65

**HOMO**: -8.16 eV
**SMILES**: CCSC.O.O.O
**Gap between HOMO and LUMO**: 8.745 eV

2 | DFT (ωB97M-V/def2-TZVPD) results for a cluster of 4 separate species, C3H14O3S in total.

Last column: Mulliken charge in e.
Atoms and positions in Å:
C  2.25  -0.94  -1.71  -0.89
C  2.54  -1.13  -0.25  -0.54
S  1.32  -0.18  0.76  -0.12
C  0.20  -1.47  0.97  -0.72
H  1.38  -1.57  -1.98  0.26
H  2.07  0.04  -2.13  0.25
H  2.90  -1.43  -2.47  0.36
H  2.68  -2.16  0.08  0.43
H  3.59  -0.75  -0.04  0.25
H  0.15  -2.05  0.05  0.22
H  -0.78  -1.25  1.38  0.20
H  0.32  -2.26  1.76  0.30
H  2.17  1.90  -0.48  0.29
H  3.59  2.13  0.06  0.32
O  3.01  2.31  -0.69  -0.63
H  -6.44  2.53  -0.14  0.32
H  -5.57  2.38  -1.36  0.32
O  -5.59  2.82  -0.50  -0.64
H  -4.38  -1.12  0.51  0.31
H  -3.51  -1.43  1.71  0.31
O  -3.54  -1.51  0.75  -0.62

**HOMO**: -8.60 eV
**SMILES**: CCSC.O.O.O
**Gap between HOMO and LUMO**: 9.048 eV

Least stable = 2

1 | DFT (ωB97M-V/def2-TZVPD) results for the ion C4H9I2N2 with charge +1.

Last column: Mulliken charge in e.
Atoms and positions in Å:
C  1.85  0.83  -0.80  -0.70
C  0.67  1.27  -1.59  -0.56
C  -0.18  0.24  0.51  0.09
C  -0.68  -1.07  1.10  -1.30
N  1.18  0.67  0.68  -0.18
N  -0.40  0.39  -0.99  -0.21
I  2.59  -1.21  -1.41  0.15
I  0.28  3.37  -1.36  0.27
H  2.56  1.64  -0.74  0.55
H  0.49  1.01  -2.60  0.58
H  -0.84  1.03  1.01  0.21
H  -0.76  -1.00  2.15  0.40
H  -0.03  -1.92  0.85  0.33
H  -1.75  -1.58  0.82  0.32
H  1.63  0.10  1.37  0.31
H  -1.47  0.58  -1.25  0.42
H  -0.02  -0.53  -1.27  0.32

**HOMO**: -13.28 eV
**Charge**: +1
**SMILES**: C[C@H]1N[C@@H](I)[C@H](I)[NH2+]1
**Gap between HOMO and LUMO**: 9.067 eV

2 | DFT (ωB97M-V/def2-TZVPD) results for a cluster of 3 separate species, C4H9I2N2 in total.

Last column: Mulliken charge in e.
Atoms and positions in Å:
C  1.52  0.67  -0.61  0.16
C  1.05  -1.54  2.14  -1.04
C  1.60  1.04  2.13  -0.80
C  0.79  -0.06  2.04  0.20
N  0.47  0.75  -1.06  -0.38
N  -2.11  0.93  -1.95  -0.45
I  3.58  0.75  2.62  0.20
I  -1.29  0.34  1.64  0.05
H  2.53  0.63  -0.09  0.20
H  1.27  -1.73  3.27  0.31
H  2.16  -1.69  1.78  0.26
H  0.29  -2.18  1.68  0.44
H  1.10  2.06  2.21  0.40
H  -2.09  0.38  -2.78  0.38
H  -2.50  0.35  -1.19  0.30
H  -0.96  0.89  -1.82  0.45
H  -2.70  1.66  -2.22  0.32

**HOMO**: -12.08 eV
**Charge**: +1
**Gap between HOMO and LUMO**: 8.690 eV

Least stable = 2

1 | DFT (ωB97M-V/def2-TZVPD) results for an isolated molecule of C7H11NO2.

Last column: Mulliken charge in e.
Atoms and positions in Å:
C  0.67  0.99  -0.48  0.35
C  -0.27  1.64  -1.16  -0.89
C  -1.59  1.22  -0.48  -0.64
C  -1.31  -0.24  -0.19  -0.13
C  -1.67  -0.67  1.38  -0.93
C  -0.33  -1.72  1.64  -0.71
C  0.80  -1.24  0.54  0.55
H  2.20  0.24  -0.98  0.43
H  1.03  1.49  0.53  0.14
H  -0.38  1.30  -2.27  0.21
H  -0.04  2.72  -1.27  0.36
H  -2.40  1.34  -1.24  0.31
H  -1.65  1.98  0.39  0.28
H  -1.90  -0.86  -0.85  0.40
H  -1.81  0.25  1.88  0.44
H  -2.50  -1.27  1.23  0.39
H  -0.57  -2.64  1.15  0.32
H  -0.35  -1.73  2.72  0.39
N  0.06  -0.40  -0.37  -0.13
O  1.78  1.08  -1.35  -0.55
O  2.00  -1.07  0.57  -0.60

**HOMO**: -9.39 eV
**SMILES**: O=C1CC[C@H]2CC[C@H](O)N12
**Gap between HOMO and LUMO**: 10.215 eV

2 | DFT (ωB97M-V/def2-TZVPD) results for an isolated molecule of C7H11NO2.

Last column: Mulliken charge in e.
Atoms and positions in Å:
C  0.23  -0.89  -0.35  -0.79
C  1.26  -0.17  0.09  0.58
C  -1.18  -0.55  -0.30  0.83
C  1.08  1.29  0.54  -0.67
C  0.59  2.18  -0.67  0.04
C  2.59  -0.82  0.39  -1.35
C  -2.12  -1.70  -0.14  -1.36
N  -1.50  0.65  -0.15  -0.13
O  -2.85  0.80  0.03  -0.53
O  -0.02  3.20  -0.45  -0.51
H  0.39  -1.91  -0.55  0.31
H  0.15  1.25  1.14  0.33
H  1.98  1.76  1.03  0.36
H  0.82  1.97  -1.71  0.42
H  2.69  -0.68  1.47  0.36
H  3.35  -0.36  -0.24  0.32
H  2.50  -1.83  -0.01  0.35
H  -3.09  -1.48  -0.54  0.41
H  -2.25  -1.97  0.87  0.30
H  -1.74  -2.52  -0.75  0.39
H  -2.87  1.79  0.29  0.35

**HOMO**: -8.78 eV
**SMILES**: C/C(=C/C(C)=N/O)CC=O
**Gap between HOMO and LUMO**: 9.629 eV

Least stable = 1

1 | DFT (ωB97M-V/def2-TZVPD) results for a structure of composition C2H4N2OP2.

Last column: Mulliken charge in e.
Atoms and positions in Å:
C  -1.07  -1.20  -0.46  -0.33
C  0.37  -1.23  -0.29  -0.01
N  -1.71  -0.04  -0.48  -0.43
N  0.86  0.04  -0.18  0.15
O  -0.71  1.90  0.94  -0.48
P  2.51  0.35  -0.09  -0.16
P  -0.62  1.16  -0.54  0.19
H  -1.78  -1.98  -0.23  0.37
H  1.14  -1.95  -0.55  0.35
H  -1.16  1.36  1.58  0.35
H  2.17  1.59  0.30  0.01

**HOMO (alpha / beta)**: -7.74 / -7.92 eV
**Gap between HOMO and LUMO (alpha / beta)**: 6.779 / 6.879 eV

2 | DFT (ωB97M-V/def2-TZVPD) results for a structure of composition C2H4N2OP2.

Last column: Mulliken charge in e.
Atoms and positions in Å:
C  -0.37  -0.61  -1.87  0.04
C  0.89  0.15  -1.72  0.00
N  -1.19  -0.33  -0.87  -0.45
N  0.96  0.99  -0.75  -0.55
O  -0.81  0.22  2.98  -0.47
P  -0.56  0.80  0.10  0.11
P  0.32  -0.21  1.84  0.16
H  -0.59  -1.23  -2.76  0.35
H  1.70  0.00  -2.40  0.41
H  -1.36  -0.63  3.11  0.34
H  1.01  0.85  2.34  0.06

**HOMO**: -8.83 eV
**Gap between HOMO and LUMO**: 8.305 eV

Least stable = 1

1 | DFT (ωB97M-V/def2-TZVPD) results for a cluster of 2 separate species, C3H13N2Si in total.

Last column: Mulliken charge in e.
Atoms and positions in Å:
C  -2.24  -0.43  -0.66  -0.93
C  -0.16  -1.34  1.42  -0.76
C  0.19  0.21  -0.46  -0.63
N  -1.12  0.55  -0.46  -0.14
N  0.72  -0.14  1.12  -0.27
Si  2.34  1.83  -1.15  0.57
H  -2.74  -0.66  0.27  0.27
H  -2.87  -0.15  -1.42  0.36
H  -1.73  -1.32  -0.94  0.37
H  0.02  -2.23  0.57  0.28
H  0.11  -1.80  2.44  0.33
H  -1.20  -1.19  1.48  0.33
H  0.39  -0.81  -0.94  0.41
H  -1.48  1.50  -0.45  0.23
H  1.68  -0.45  0.91  0.36
H  0.67  0.60  1.77  0.29
H  1.80  3.01  -0.68  -0.04
H  2.21  1.48  -2.59  0.01
H  3.38  1.35  -0.22  -0.04

**HOMO**: -12.38 eV
**Charge**: +1
**Gap between HOMO and LUMO**: 8.404 eV

2 | DFT (ωB97M-V/def2-TZVPD) results for a cluster of 2 separate species, C3H13N2Si in total.

Last column: Mulliken charge in e.
Atoms and positions in Å:
C  1.69  1.08  -0.31  -0.87
C  1.55  -1.33  -0.65  -0.68
C  0.13  -0.28  0.98  -1.37
N  -3.40  0.65  0.50  -0.40
N  1.46  -0.24  0.37  -0.12
Si  -2.14  -0.26  -0.25  0.53
H  0.92  1.23  -0.93  0.37
H  1.88  1.83  0.40  0.39
H  2.51  1.19  -1.01  0.36
H  0.66  -1.07  -1.33  0.29
H  2.58  -1.48  -1.10  0.33
H  1.46  -2.31  -0.05  0.31
H  0.15  -1.09  1.60  0.61
H  0.11  0.51  1.75  0.46
H  -4.39  0.32  0.60  0.27
H  -3.34  1.67  0.57  0.25
H  2.03  -0.42  1.23  0.41
H  -1.55  0.54  -1.42  -0.06
H  -2.55  -1.52  -0.09  -0.08

**HOMO**: -13.10 eV
**Charge**: +1
**Gap between HOMO and LUMO**: 10.290 eV

Least stable = 1

1 | DFT (ωB97M-V/def2-TZVPD) results for a cluster of 4 separate species, C2H12N2O3 in total.

Last column: Mulliken charge in e.
Atoms and positions in Å:
C  1.44  -0.98  -3.12  -0.80
N  1.68  0.00  -2.07  -0.21
C  1.25  -0.17  -0.81  0.05
N  1.32  0.74  0.09  -0.85
H  0.40  -1.28  -3.19  0.27
H  1.86  -0.60  -4.05  0.29
H  2.02  -1.90  -2.94  0.32
H  2.43  0.64  -2.21  0.28
H  0.72  -1.11  -0.58  0.29
H  1.34  0.25  0.98  0.31
H  -1.44  -1.16  1.30  0.29
H  -1.20  -0.94  2.78  0.35
O  -1.70  -1.49  2.16  -0.64
H  -3.51  0.56  0.47  0.32
H  -2.81  1.21  -0.75  0.29
O  -2.66  0.87  0.13  -0.59
H  0.15  1.77  3.21  0.30
H  0.09  1.12  1.87  0.36
O  -0.25  1.00  2.77  -0.63

**HOMO**: -9.03 eV
**SMILES**: [H]/N=C/NC.O.O.O
**Gap between HOMO and LUMO**: 9.730 eV

2 | DFT (ωB97M-V/def2-TZVPD) results for a cluster of 4 separate species, C2H12N2O3 in total.

Last column: Mulliken charge in e.
Atoms and positions in Å:
C  1.14  -0.41  -0.24  -0.43
C  1.78  -1.11  0.69  0.09
N  2.80  -0.56  1.47  -0.41
N  0.09  -0.93  -1.03  -0.48
H  1.60  0.52  -0.52  0.33
H  1.74  -2.18  0.86  0.26
H  3.24  -1.08  2.20  0.16
H  3.15  0.38  1.37  0.14
H  -0.05  -1.92  -0.91  0.17
H  -0.12  -0.54  -1.93  0.18
H  -2.89  -2.30  0.19  0.32
H  -3.86  -2.80  1.30  0.32
O  -3.81  -2.46  0.40  -0.64
H  -0.52  1.96  0.99  0.30
H  -0.85  0.49  0.56  0.35
O  -0.88  1.12  1.28  -0.64
H  -0.14  4.06  -1.87  0.32
H  -1.54  4.18  -2.54  0.31
O  -0.87  3.56  -2.26  -0.63

**HOMO**: -6.92 eV
**SMILES**: N/C=C/N.O.O.O
**Gap between HOMO and LUMO**: 7.543 eV

Least stable = 2

1 | DFT (ωB97M-V/def2-TZVPD) results for a cluster of 4 separate species, C2H12N2O3 in total.

Last column: Mulliken charge in e.
Atoms and positions in Å:
C  -3.49  0.61  0.21  -0.78
N  -1.41  1.96  -1.09  -0.52
C  -1.58  1.98  0.32  0.17
N  -2.61  1.55  0.91  -0.46
H  -3.93  0.98  -0.72  0.27
H  -4.38  0.57  0.84  0.29
H  -3.10  -0.38  -0.01  0.28
H  -2.31  2.10  -1.54  0.21
H  -0.70  2.65  -1.32  0.26
H  -0.95  2.73  0.79  0.28
H  3.42  2.54  1.59  0.31
H  4.46  1.72  0.80  0.32
O  3.60  1.66  1.24  -0.64
H  1.64  -5.77  -0.49  0.31
H  1.30  -4.29  -0.27  0.33
O  1.52  -5.12  0.18  -0.65
H  2.46  -1.17  -0.76  0.33
H  3.31  -2.25  0.03  0.32
O  2.76  -2.09  -0.73  -0.65

**HOMO**: -9.17 eV
**SMILES**: C/N=C\N.O.O.O
**Gap between HOMO and LUMO**: 9.593 eV

2 | DFT (ωB97M-V/def2-TZVPD) results for a cluster of 4 separate species, C2H12N2O3 in total.

Last column: Mulliken charge in e.
Atoms and positions in Å:
C  -0.52  -0.83  2.25  -0.82
N  0.37  -0.18  1.27  -0.20
C  1.65  -0.66  1.15  -0.01
N  2.15  -1.00  0.01  -0.65
H  -1.08  -1.66  1.80  0.27
H  -1.21  -0.07  2.60  0.26
H  0.07  -1.28  3.04  0.35
H  -0.05  -0.01  0.37  0.25
H  2.09  -0.90  2.12  0.36
H  3.12  -1.24  0.24  0.20
H  0.64  0.71  -2.79  0.34
H  -0.35  1.72  -2.24  0.31
O  0.28  1.60  -2.99  -0.66
H  -3.42  3.48  -0.67  0.32
H  -2.40  3.80  0.44  0.32
O  -2.60  3.15  -0.24  -0.63
H  -0.28  -3.33  -1.44  0.30
H  0.57  -2.39  -0.57  0.34
O  -0.34  -2.54  -0.86  -0.64

**HOMO**: -9.31 eV
**SMILES**: [H]/N=C/NC.O.O.O
**Gap between HOMO and LUMO**: 10.025 eV

Least stable = 1